1.
{
  "formula": "C22H36BrGaN3O",
  "method": "ωB97M-V/def2-TZVPD",
  "species": ["Br", "Ga", "O", "N", "N", "N", "C", "C", "C", "C", "C", "C", "C", "C", "C", "C", "C", "C", "C", "C", "C", "C", "C", "C", "C", "C", "C", "C", "H", "H", "H", "H", "H", "H", "H", "H", "H", "H", "H", "H", "H", "H", "H", "H", "H", "H", "H", "H", "H", "H", "H", "H", "H", "H", "H", "H", "H", "H", "H", "H", "H", "H", "H", "H"],
  "coordinates": [[2.12701, 0.57813, -3.55112], [0.24615, 2.28200, -0.93007], [0.53372, 2.35449, 2.64542], [0.26718, -3.42246, -0.44395], [0.21204, 0.09989, 2.27716], [5.45881, -1.99652, 2.88100], [-0.33362, 0.09920, 3.62993], [-0.15678, -3.78388, -2.77289], [3.36026, -2.30088, 1.07012], [-4.27836, 1.22006, 1.03325], [-0.30403, 1.77596, -4.42221], [-1.40826, -4.30221, -2.48461], [-3.36992, 1.93830, 0.02876], [5.50027, -2.91616, 1.91889], [-0.42340, 0.71928, -2.11663], [0.70149, 1.38659, 1.88811], [-2.28588, 2.78026, 0.71542], [-0.66171, -0.51151, 1.26130], [-1.29356, 3.43993, -0.26117], [4.37066, -1.22779, 2.93755], [4.48480, -3.10815, 0.99453], [-1.81021, -4.37240, -1.15983], [0.63925, -3.35858, -1.71942], [-0.76100, 4.76711, 0.30926], [0.14658, 0.62681, -3.52341], [3.29867, -1.33655, 2.06329], [1.38856, 1.45711, 0.58069], [-0.93813, -3.92104, -0.18092], [1.68917, 0.46622, 0.21916], [-0.01983, 1.62113, -5.46772], [-1.21949, -3.95386, 0.86624], [-4.67903, 1.92506, 1.77473], [-3.70977, 0.45935, 1.58378], [-0.03151, 4.60102, 1.10983], [0.47298, 0.25196, 4.35419], [-1.50880, 0.83453, -2.24485], [-1.58413, 5.37208, 0.73348], [2.54044, -2.41880, 0.37151], [-1.02419, 0.21811, 0.53252], [-5.12377, 0.72030, 0.54539], [1.61765, -2.92868, -1.90603], [2.43542, -0.68859, 2.14826], [-2.87961, 1.17930, -0.59627], [-0.29826, 5.37087, -0.48246], [-0.10795, -0.33286, -3.99209], [-1.78011, 2.15087, 1.45827], [-1.51686, -0.98474, 1.76102], [4.57677, -3.87248, 0.23399], [0.11652, 2.72075, -4.06169], [-2.79842, 3.56481, 1.30554], [2.28975, 2.06654, 0.70518], [-0.77002, -0.89067, 3.82245], [-1.40068, 1.84240, -4.37383], [-2.78073, -4.76429, -0.88734], [4.35884, -0.48286, 3.72582], [-2.06245, -4.63928, -3.27855], [0.19730, -3.69753, -3.79092], [-1.87114, 3.69216, -1.17104], [1.19630, 3.23707, -1.82025], [-0.22667, -0.22883, -1.59546], [-3.96554, 2.58449, -0.62999], [-0.13674, -1.30117, 0.70504], [6.39463, -3.53046, 1.88863], [-1.10064, 0.86910, 3.78501]],
  "homo_energy_ev": -4.813,
  "charge": -1,
  "total_energy_ha": -5598.22454,
  "orbital_gap_ev": 7.32,
  "lumo_energy_ev": 2.5
}



2.
{
  "formula": "C22H36CaCl2NO8PS2",
  "method": "ωB97M-V/def2-TZVPD",
  "species": ["Ca", "Cl", "Cl", "S", "S", "P", "O", "O", "O", "O", "O", "O", "O", "O", "N", "C", "C", "C", "C", "C", "C", "C", "C", "C", "C", "C", "C", "C", "C", "C", "C", "C", "C", "C", "C", "C", "C", "H", "H", "H", "H", "H", "H", "H", "H", "H", "H", "H", "H", "H", "H", "H", "H", "H", "H", "H", "H", "H", "H", "H", "H", "H", "H", "H", "H", "H", "H", "H", "H", "H", "H", "H", "H"],
  "coordinates": [[-1.71712, 5.94225, 0.10606], [-5.88931, -1.69350, 3.64708], [1.44538, -6.43859, 1.90996], [-1.94141, -0.10430, 3.51288], [-1.42715, -1.01103, 0.76709], [5.30678, -4.99279, -1.47687], [-1.80504, 1.97132, -1.18296], [1.73952, -3.74470, 2.25327], [1.74128, 5.03017, -3.81414], [4.97294, -5.56947, -2.91851], [4.80196, -3.47670, -1.54027], [-6.48116, 2.98586, -0.00169], [6.70635, -5.11092, -1.07586], [4.24520, -5.73715, -0.59437], [-0.71676, -2.40380, 2.96631], [5.99555, -5.43264, -3.91142], [3.48646, -3.12450, -1.10074], [4.43808, -5.70452, 0.84043], [-3.11319, 2.39314, 0.74277], [-3.33586, 3.79109, -1.33712], [-4.60835, 4.02726, -1.01782], [-1.28704, -1.30688, 2.37130], [-2.57672, 4.60047, -2.38009], [-4.38867, 2.61412, 1.08613], [1.80189, -2.49875, 2.90480], [-0.08089, 3.94375, -2.56604], [-5.27462, 3.17337, 0.02347], [0.43777, 4.53788, -3.90825], [-0.61848, -3.59238, 2.12271], [-1.09898, 4.83259, -1.88452], [-4.95316, 2.32647, 2.43930], [-3.59785, 0.23636, 2.86941], [-2.65962, 2.65476, -0.64189], [1.85040, 6.17189, -2.98703], [0.54526, -2.09875, 3.66581], [0.65454, -3.66654, 1.31877], [-3.98247, 1.62112, 3.36370], [-0.83756, 5.91376, -2.07057], [-5.85229, 1.73117, 2.29218], [6.76176, -6.19045, -3.75755], [-3.06819, 5.56842, -2.46103], [-2.36585, 2.00167, 1.41245], [-1.50306, -3.73305, 1.51907], [2.59270, -2.59523, 3.64312], [1.93511, 5.88066, -1.94057], [3.24195, -2.15773, -1.53734], [-0.57697, -4.44784, 2.79266], [3.44486, -5.75962, 1.30590], [-0.27463, 5.31043, -4.22361], [0.43594, 3.74387, -4.63897], [5.04706, -6.55300, 1.14517], [0.51972, -2.56794, 4.64440], [-3.49987, 0.17036, 1.79338], [2.74262, -3.85547, -1.41293], [0.98893, 6.82782, -3.13369], [-5.17103, 4.80759, -1.50335], [-4.31811, -0.55317, 3.20063], [2.13612, -1.72523, 2.20627], [2.73847, 6.69882, -3.30131], [0.81119, -2.78777, 0.69258], [4.93007, -4.77783, 1.14586], [-5.25826, 3.26753, 2.89484], [0.60371, -1.03063, 3.85065], [-4.45991, 1.50838, 4.32977], [-1.06108, 4.67699, -0.77883], [-3.07892, 2.21738, 3.48125], [3.47311, -3.02961, -0.01388], [5.53575, -5.57775, -4.88573], [0.65249, -4.52052, 0.66471], [0.74881, 3.73449, -1.90136], [-0.50713, 2.97960, -2.80215], [-2.57539, 4.12132, -3.34932], [6.45239, -4.44340, -3.87434]],
  "homo_energy_ev": -6.637,
  "total_energy_ha": -4251.96290,
  "orbital_gap_ev": 1.30,
  "lumo_energy_ev": -5.3
}



3.
{
  "formula": "C22H36ClHgN4O6S2Si",
  "method": "ωB97M-V/def2-TZVPD",
  "species": ["Hg", "Cl", "S", "S", "Si", "O", "O", "O", "O", "O", "O", "N", "N", "N", "N", "C", "C", "C", "C", "C", "C", "C", "C", "C", "C", "C", "C", "C", "C", "C", "C", "C", "C", "C", "C", "C", "C", "H", "H", "H", "H", "H", "H", "H", "H", "H", "H", "H", "H", "H", "H", "H", "H", "H", "H", "H", "H", "H", "H", "H", "H", "H", "H", "H", "H", "H", "H", "H", "H", "H", "H", "H", "H"],
  "coordinates": [[0.08368, 0.12506, -0.05043], [-3.90077, 4.25866, 0.51118], [-0.86617, -2.17023, 1.00787], [0.60650, 4.24431, -7.09825], [-2.58412, -3.81149, 3.53446], [-2.12137, 0.77976, 0.12230], [-0.50087, 4.90693, -6.44267], [-1.25717, 2.84518, 0.38375], [0.53537, 4.01912, -8.52270], [1.33961, -0.04888, -7.19818], [1.79565, -1.96352, -6.07233], [0.01887, 0.92335, -4.93401], [-0.46016, -0.27380, 2.80478], [0.07779, 0.12432, -2.86769], [1.27691, -0.79729, -6.13627], [0.69994, -0.28864, -4.99322], [2.21586, 2.92986, 0.29540], [0.71456, -0.77003, -3.70573], [-0.31797, 1.11942, -3.61476], [-3.11996, -4.45665, 1.87075], [2.19118, 0.43210, -0.05362], [-4.16187, -3.61590, 4.55291], [-0.45982, 0.24826, 4.02172], [-1.56606, -5.14396, 4.38774], [4.25056, 1.57306, 0.82130], [-1.00322, -1.48962, 2.59680], [-0.98111, -0.38654, 5.13556], [-3.64095, 2.48460, 0.42613], [-1.03388, 2.33327, -3.12966], [-1.59378, -1.61696, 4.92063], [-0.26717, 1.86411, -5.99644], [-1.64724, -2.19050, 3.65760], [2.08047, 5.20516, -6.79650], [2.71858, 1.58110, 0.79882], [2.10287, 5.88078, -5.43550], [-2.17771, 2.03704, 0.29941], [0.96423, 2.73452, -6.24952], [-4.82375, -2.87527, 4.09892], [-0.93911, 2.38749, -2.04667], [-1.11569, 2.47353, -5.68929], [2.91821, 6.60331, -5.39084], [1.67212, 2.15898, -6.84951], [4.63588, 0.62492, 1.20349], [-4.69934, -4.56669, 4.60487], [1.14813, -1.69065, -3.36194], [2.24871, 5.15936, -4.63170], [-1.27014, -4.82654, 5.39050], [-0.65638, -5.35302, 3.82115], [1.40804, 3.03329, -5.29715], [2.60450, 3.75280, 0.90378], [1.16288, 6.39825, -5.25272], [-3.81447, -5.28923, 2.02782], [-2.13436, -6.07404, 4.47720], [-4.06037, 2.05564, 1.33271], [-2.04969, -2.12862, 5.76408], [2.36982, 1.44132, 1.82912], [1.12661, 2.97548, 0.30135], [-3.95709, -3.29347, 5.57542], [-0.93290, 0.06857, 6.11606], [-2.26784, -4.79676, 1.28559], [4.65073, 2.38018, 1.44380], [-3.61310, -3.68209, 1.28341], [4.63944, 1.70471, -0.19312], [2.50303, 0.55924, -1.09460], [-0.50672, 1.32068, -6.90459], [-2.09783, 2.31029, -3.38328], [-0.01481, 1.23675, 4.10556], [2.59847, -0.52052, 0.29692], [-4.20119, 2.11546, -0.42802], [2.91209, 4.51249, -6.93267], [2.08667, 5.92156, -7.61989], [-0.61798, 3.25139, -3.55247], [2.55405, 3.08656, -0.73522]],
  "homo_energy_ev": [-0.328, -2.590],
  "charge": -2,
  "total_energy_ha": -3229.88257,
  "multiplicity": 2,
  "orbital_gap_ev": [4.22, 6.48],
  "lumo_energy_ev": [3.9, 3.9],
  "de_lowest_kcal_mol": 14.0,
  "s2": 0.762
}